[1]
Below is a cluster of 7 separate species, C35H38F5N9O4 in total, with properties calculated with the ωB97M-V functional and the def2-TZVPD basis.

Geometry as XYZ:
```
91
Properties=species:S:1:pos:R:3
N -2.24 1.74 -2.91
C -1.43 0.91 -3.54
C -0.11 0.26 -4.33
O 0.40 1.20 -5.33
C -0.76 -1.02 -5.20
C -2.24 -0.44 -5.71
O -2.27 0.31 -6.81
C 1.01 -0.39 -3.33
C 1.75 -1.62 -4.19
N 2.43 -2.52 -4.86
C 0.33 -1.17 -2.01
C 1.51 -1.72 -0.96
C 0.84 -2.66 0.25
F 0.18 -1.72 1.21
F -0.14 -3.63 -0.32
F 2.01 -3.34 0.91
N 2.05 0.53 -2.79
C 3.20 0.80 -3.71
O 3.29 1.78 -4.63
F 4.44 -0.06 -3.59
C 1.52 1.76 -2.10
O 1.35 2.97 -2.61
F 1.16 1.60 -0.64
H 0.47 2.11 -4.91
H -1.00 -1.95 -4.54
H -0.16 -1.25 -6.19
H -3.23 -0.66 -5.10
H -0.35 -0.46 -1.37
H -0.21 -2.14 -2.41
H 2.08 -0.83 -0.42
H 2.31 -2.36 -1.52
C 6.78 1.19 -8.45
C 5.53 1.15 -7.79
C 5.71 1.67 -6.53
N 7.02 2.02 -6.40
C 7.69 1.74 -7.57
H 7.00 0.86 -9.46
H 4.59 0.78 -8.20
H 5.01 1.82 -5.72
H 7.44 2.42 -5.57
H 8.74 1.94 -7.67
C -1.46 -1.69 5.85
C -0.81 -2.95 5.75
C -0.25 -3.02 4.49
N -0.54 -1.86 3.83
C -1.27 -1.04 4.65
H -2.00 -1.31 6.70
H -0.76 -3.72 6.51
H 0.33 -3.80 4.02
H -0.25 -1.63 2.89
H -1.59 -0.06 4.31
C -4.34 -0.67 -1.01
C -4.62 -0.24 0.31
C -3.60 -0.69 1.12
N -2.71 -1.38 0.33
C -3.15 -1.37 -0.97
H -4.93 -0.48 -1.89
H -5.48 0.34 0.64
H -3.43 -0.58 2.18
H -1.87 -1.83 0.66
H -2.59 -1.85 -1.75
C 3.23 1.58 6.80
C 2.35 2.58 6.33
C 1.48 1.98 5.45
N 1.81 0.65 5.36
C 2.88 0.40 6.18
H 4.04 1.70 7.50
H 2.34 3.62 6.61
H 0.65 2.38 4.87
H 1.34 -0.03 4.78
H 3.29 -0.60 6.26
C -7.14 -5.23 -0.88
C -6.29 -5.86 -1.82
C -5.30 -4.97 -2.15
N -5.52 -3.81 -1.45
C -6.64 -3.96 -0.67
H -8.02 -5.65 -0.41
H -6.39 -6.87 -2.21
H -4.46 -5.05 -2.83
H -4.95 -2.98 -1.50
H -6.98 -3.16 -0.03
C 0.50 7.23 7.28
C -0.53 6.74 8.12
C -0.82 5.46 7.72
N -0.01 5.15 6.66
C 0.80 6.22 6.38
H 0.97 8.20 7.31
H -1.00 7.28 8.94
H -1.54 4.74 8.10
H -0.01 4.28 6.15
H 1.52 6.18 5.58
```

The HOMO energy is -8.1 eV. As for the SMILES: N#C[C@](O)(CC=O)[C@](C#N)(CCC(F)(F)F)N(C(=O)F)C(=O)F.c1cc[nH]c1.c1cc[nH]c1.c1cc[nH]c1.c1cc[nH]c1.c1cc[nH]c1.c1cc[nH]c1. As for the strongest force on any atom: 12.6 eV/A. The total energy comes out at -2649.08083 a.u.

Here are the Löwdin charges for atoms 1 to 4, given in e: atom 1 (N): 0.166, atom 2 (C): -0.054, atom 3 (C): -0.334, atom 4 (O): 0.000

[2]
Below is a structure of composition C35H38FIN9O2Tl, with properties calculated with the ωB97M-V functional and the def2-TZVPD basis.

Geometry as XYZ:
```
87
Properties=species:S:1:pos:R:3
Tl 1.31 -0.81 0.00
C 0.17 2.07 -5.24
N -0.19 1.64 -3.89
C -1.56 1.89 -3.52
C 0.67 0.92 -3.10
N 0.32 0.08 -2.17
C -0.88 -0.66 -2.21
C -1.18 -1.39 -3.33
C -2.27 -2.28 -3.37
C -3.04 -2.46 -2.27
C -2.78 -1.74 -1.08
C -3.59 -1.96 0.07
C -3.36 -1.27 1.22
C -2.35 -0.30 1.27
C -1.55 -0.04 0.18
N -0.51 0.92 0.28
C -0.75 2.10 0.79
N -1.99 2.69 0.92
C -2.33 3.33 2.18
C -3.15 2.41 0.10
N 0.27 2.90 1.20
C 0.21 4.35 1.04
C 1.57 2.40 1.60
C -1.72 -0.79 -1.03
N 2.00 1.13 -3.38
C 2.53 2.49 -3.37
C 2.98 0.10 -3.07
H -0.63 1.78 -5.93
H 1.09 1.60 -5.55
H 0.28 3.15 -5.30
H -1.80 2.94 -3.71
H -1.71 1.68 -2.47
H -2.26 1.27 -4.10
H -0.53 -1.29 -4.20
H -2.46 -2.84 -4.28
H -3.86 -3.18 -2.27
H -4.37 -2.71 0.02
H -3.95 -1.47 2.11
H -2.17 0.24 2.19
H -1.47 3.37 2.84
H -3.12 2.77 2.69
H -2.69 4.35 2.03
H -2.86 1.95 -0.84
H -3.66 3.35 -0.12
H -3.86 1.74 0.59
H -0.71 4.65 0.56
H 1.05 4.68 0.43
H 0.28 4.85 2.01
H 1.49 1.36 1.91
H 1.93 2.99 2.45
H 2.30 2.48 0.78
H 1.71 3.22 -3.41
H 3.19 2.66 -4.22
H 3.10 2.67 -2.45
H 2.51 -0.88 -3.12
H 3.43 0.22 -2.09
H 3.77 0.14 -3.82
F 2.70 -6.50 -2.16
C 2.37 -5.27 -1.72
C 3.38 -4.42 -1.32
C 3.02 -3.15 -0.87
C 1.69 -2.77 -0.83
C 0.69 -3.66 -1.22
C 1.04 -4.92 -1.67
H 4.41 -4.74 -1.35
H 3.80 -2.46 -0.56
H -0.35 -3.38 -1.15
H 0.28 -5.63 -1.99
I -1.52 -1.33 8.73
C -0.90 -1.39 6.73
C -0.82 -2.61 6.08
C -0.42 -2.64 4.75
C -0.08 -1.47 4.09
C -0.15 -0.25 4.76
C -0.57 -0.20 6.09
C 0.34 -1.50 2.64
O -0.12 -2.35 1.88
O 1.16 -0.55 2.27
H -1.06 -3.52 6.60
H -0.37 -3.58 4.21
H 0.14 0.66 4.25
H -0.62 0.74 6.61
N 3.32 0.15 0.27
C 3.80 0.21 1.36
N 4.39 0.29 2.46
C 3.96 0.37 3.71
N 3.66 0.43 4.83
```

The HOMO energy is -7.8 eV. As for the strongest force on any atom: 0.8 eV/A. The total energy comes out at -2569.80666 a.u.

Here are the Löwdin charges for atoms 1 to 4, given in e: atom 1 (Tl): 1.132, atom 2 (C): -0.049, atom 3 (N): -0.132, atom 4 (C): -0.035

[3]
Below is a structure of composition C35H38N2O2P2Ru, with properties calculated with the ωB97M-V functional and the def2-TZVPD basis.

Geometry as XYZ:
```
80
Properties=species:S:1:pos:R:3
Ru 0.03 -0.39 0.05
C -1.52 2.68 -0.79
P -2.05 1.14 0.13
C -3.85 1.39 -0.08
C -4.40 1.19 -1.35
C -5.74 1.43 -1.59
C -6.55 1.89 -0.57
C -6.02 2.09 0.70
C -4.68 1.85 0.94
C -1.83 1.59 1.89
C -1.07 2.65 2.35
C -0.97 2.88 3.71
C -1.62 2.06 4.62
C -2.36 0.98 4.16
C -2.46 0.74 2.81
C -0.06 2.86 -0.66
C 0.68 4.06 -0.60
C 2.00 3.70 -0.42
C 2.01 2.28 -0.37
C 3.17 1.39 -0.14
P 2.60 -0.35 0.18
C 3.01 -1.16 -1.40
C 2.62 -0.53 -2.58
C 2.97 -1.07 -3.80
C 3.69 -2.26 -3.85
C 4.02 -2.92 -2.68
C 3.67 -2.38 -1.45
C 3.95 -0.86 1.30
C 5.25 -1.02 0.85
C 6.26 -1.31 1.75
C 5.98 -1.43 3.10
C 4.68 -1.26 3.56
C 3.67 -0.97 2.66
N 0.76 1.80 -0.53
H -2.08 3.54 -0.42
H -1.80 2.52 -1.84
H -3.77 0.85 -2.17
H -6.14 1.27 -2.58
H -7.60 2.09 -0.75
H -6.64 2.45 1.50
H -4.28 2.03 1.93
H -0.56 3.31 1.66
H -0.39 3.72 4.07
H -1.55 2.24 5.68
H -2.88 0.34 4.86
H -3.05 -0.09 2.43
H 0.28 5.05 -0.69
H 2.86 4.33 -0.34
H 3.73 1.74 0.73
H 3.86 1.41 -0.99
H 2.05 0.40 -2.54
H 2.69 -0.57 -4.71
H 3.99 -2.67 -4.80
H 4.55 -3.85 -2.72
H 3.93 -2.90 -0.54
H 5.48 -0.92 -0.20
H 7.27 -1.45 1.40
H 6.77 -1.65 3.80
H 4.47 -1.34 4.61
H 2.65 -0.82 3.01
N -0.09 -1.02 2.45
H -1.03 -1.37 2.64
H 0.14 -0.36 3.18
H 0.54 -1.82 2.50
C -1.55 -3.67 -2.80
C -1.96 -2.44 -2.01
C -3.48 -2.38 -1.87
C -1.42 -1.17 -2.68
O -1.45 -2.59 -0.66
H -2.05 -3.67 -3.76
H -1.82 -4.58 -2.26
H -0.47 -3.68 -2.97
H -3.94 -2.30 -2.85
H -3.78 -1.52 -1.26
H -3.84 -3.28 -1.38
H -1.47 -1.26 -3.76
H -0.36 -1.01 -2.41
H -2.00 -0.30 -2.37
O 0.46 -2.92 0.47
C -0.12 -2.46 -0.50
```

The HOMO energy (alpha / beta) is -9.5 / -9.5 eV. The expectation value of S² is 1.246. As for the spin multiplicity: 2. As for the strongest force on any atom: 4.7 eV/A. The total energy comes out at -2393.80736 a.u. Its total charge is +1.

Here are the Löwdin charges for atoms 1 to 4, given in e: atom 1 (Ru): 0.912, atom 2 (C): -0.256, atom 3 (P): 1.025, atom 4 (C): -0.351

[4]
Below is a structure of composition C35H38N3O3OsPSSi, with properties calculated with the ωB97M-V functional and the def2-TZVPD basis.

Geometry as XYZ:
```
83
Properties=species:S:1:pos:R:3
Os 0.51 -0.20 -0.30
O -0.25 -1.05 3.72
C -0.25 -1.14 2.51
O 0.53 -0.43 1.74
C -1.20 -2.10 1.80
P -0.90 -2.12 0.00
C -2.51 -1.94 -0.81
C -3.10 -2.82 -1.72
C -4.33 -2.52 -2.27
C -5.00 -1.36 -1.93
C -4.43 -0.49 -1.01
C -3.19 -0.78 -0.46
C 0.01 -3.66 -0.28
C -0.15 -4.57 -1.32
C 0.66 -5.69 -1.40
C 1.64 -5.93 -0.45
C 1.81 -5.03 0.59
C 1.01 -3.90 0.68
H -2.23 -1.79 2.00
H -1.08 -3.10 2.22
H -2.63 -3.75 -1.99
H -4.78 -3.22 -2.97
H -5.97 -1.14 -2.36
H -4.95 0.42 -0.72
H -2.77 -0.09 0.27
H -0.88 -4.42 -2.09
H 0.52 -6.39 -2.22
H 2.26 -6.81 -0.52
H 2.57 -5.20 1.34
H 1.17 -3.21 1.50
C 0.08 -2.27 -3.90
Si 1.10 -0.96 -3.07
C 2.10 -1.51 -1.55
C 2.12 0.03 -4.24
N 0.04 0.10 -2.08
C -0.98 1.01 -2.36
C -1.57 1.17 -3.61
C -2.60 2.07 -3.77
C -3.06 2.81 -2.67
C -2.50 2.65 -1.41
C -1.47 1.75 -1.27
O -0.86 1.43 -0.05
C -0.79 2.44 0.95
C -1.18 2.12 2.23
C -1.08 3.10 3.21
C -0.63 4.37 2.89
C -0.26 4.67 1.58
C -0.32 3.70 0.60
H 0.51 -3.26 -3.74
H 0.04 -2.10 -4.98
H -0.95 -2.28 -3.52
H 2.35 -2.57 -1.61
H 1.64 -1.57 -0.47
H 3.01 -0.93 -1.44
H 2.76 -0.64 -4.82
H 2.77 0.74 -3.72
H 1.50 0.58 -4.96
H -1.21 0.58 -4.45
H -3.06 2.21 -4.73
H -3.87 3.51 -2.81
H -2.86 3.22 -0.56
H -1.54 1.13 2.47
H -1.38 2.86 4.22
H -0.59 5.13 3.65
H 0.07 5.67 1.32
H -0.04 3.91 -0.43
C 2.97 4.87 3.42
C 2.94 3.40 3.14
C 3.10 2.41 4.07
C 3.10 1.08 3.65
N 2.94 0.76 2.36
C 2.70 1.71 1.49
S 2.42 1.35 -0.20
N 2.72 3.01 1.86
C 3.24 -0.05 4.59
H 3.19 5.05 4.47
H 2.01 5.32 3.18
H 3.74 5.35 2.82
H 3.26 2.67 5.11
H 2.55 3.71 1.15
H 3.53 0.27 5.59
H 3.98 -0.76 4.20
H 2.28 -0.58 4.64
```

The HOMO energy (alpha / beta) is -13.9 / -13.9 eV. The value obtained for the energy above the lowest of the compared OMol25 structures with the same formula, charge and spin is 0.0 kcal/mol. As for the strongest force on any atom: 0.8 eV/A. The total energy comes out at -2865.80887 a.u. Its total charge is +2.

Here are the Löwdin charges for atoms 1 to 4, given in e: atom 1 (Os): 1.161, atom 2 (O): 0.091, atom 3 (C): -0.687, atom 4 (O): -0.279

Q: What is the strongest force on any atom in the first record?
A: 12.6 eV/A

Q: What is the strongest force on any atom in the fourth record?
A: 0.8 eV/A

Q: Among the records above, which one has the lowest total energy?
A: C35H38N3O3OsPSSi

Please write out number 1 again, unchanged.
Below is a cluster of 7 separate species, C35H38F5N9O4 in total, with properties calculated with the ωB97M-V functional and the def2-TZVPD basis.

Geometry as XYZ:
```
91
Properties=species:S:1:pos:R:3
N -2.24 1.74 -2.91
C -1.43 0.91 -3.54
C -0.11 0.26 -4.33
O 0.40 1.20 -5.33
C -0.76 -1.02 -5.20
C -2.24 -0.44 -5.71
O -2.27 0.31 -6.81
C 1.01 -0.39 -3.33
C 1.75 -1.62 -4.19
N 2.43 -2.52 -4.86
C 0.33 -1.17 -2.01
C 1.51 -1.72 -0.96
C 0.84 -2.66 0.25
F 0.18 -1.72 1.21
F -0.14 -3.63 -0.32
F 2.01 -3.34 0.91
N 2.05 0.53 -2.79
C 3.20 0.80 -3.71
O 3.29 1.78 -4.63
F 4.44 -0.06 -3.59
C 1.52 1.76 -2.10
O 1.35 2.97 -2.61
F 1.16 1.60 -0.64
H 0.47 2.11 -4.91
H -1.00 -1.95 -4.54
H -0.16 -1.25 -6.19
H -3.23 -0.66 -5.10
H -0.35 -0.46 -1.37
H -0.21 -2.14 -2.41
H 2.08 -0.83 -0.42
H 2.31 -2.36 -1.52
C 6.78 1.19 -8.45
C 5.53 1.15 -7.79
C 5.71 1.67 -6.53
N 7.02 2.02 -6.40
C 7.69 1.74 -7.57
H 7.00 0.86 -9.46
H 4.59 0.78 -8.20
H 5.01 1.82 -5.72
H 7.44 2.42 -5.57
H 8.74 1.94 -7.67
C -1.46 -1.69 5.85
C -0.81 -2.95 5.75
C -0.25 -3.02 4.49
N -0.54 -1.86 3.83
C -1.27 -1.04 4.65
H -2.00 -1.31 6.70
H -0.76 -3.72 6.51
H 0.33 -3.80 4.02
H -0.25 -1.63 2.89
H -1.59 -0.06 4.31
C -4.34 -0.67 -1.01
C -4.62 -0.24 0.31
C -3.60 -0.69 1.12
N -2.71 -1.38 0.33
C -3.15 -1.37 -0.97
H -4.93 -0.48 -1.89
H -5.48 0.34 0.64
H -3.43 -0.58 2.18
H -1.87 -1.83 0.66
H -2.59 -1.85 -1.75
C 3.23 1.58 6.80
C 2.35 2.58 6.33
C 1.48 1.98 5.45
N 1.81 0.65 5.36
C 2.88 0.40 6.18
H 4.04 1.70 7.50
H 2.34 3.62 6.61
H 0.65 2.38 4.87
H 1.34 -0.03 4.78
H 3.29 -0.60 6.26
C -7.14 -5.23 -0.88
C -6.29 -5.86 -1.82
C -5.30 -4.97 -2.15
N -5.52 -3.81 -1.45
C -6.64 -3.96 -0.67
H -8.02 -5.65 -0.41
H -6.39 -6.87 -2.21
H -4.46 -5.05 -2.83
H -4.95 -2.98 -1.50
H -6.98 -3.16 -0.03
C 0.50 7.23 7.28
C -0.53 6.74 8.12
C -0.82 5.46 7.72
N -0.01 5.15 6.66
C 0.80 6.22 6.38
H 0.97 8.20 7.31
H -1.00 7.28 8.94
H -1.54 4.74 8.10
H -0.01 4.28 6.15
H 1.52 6.18 5.58
```

The HOMO energy is -8.1 eV. As for the SMILES: N#C[C@](O)(CC=O)[C@](C#N)(CCC(F)(F)F)N(C(=O)F)C(=O)F.c1cc[nH]c1.c1cc[nH]c1.c1cc[nH]c1.c1cc[nH]c1.c1cc[nH]c1.c1cc[nH]c1. As for the strongest force on any atom: 12.6 eV/A. The total energy comes out at -2649.08083 a.u.

Here are the Löwdin charges for atoms 1 to 4, given in e: atom 1 (N): 0.166, atom 2 (C): -0.054, atom 3 (C): -0.334, atom 4 (O): 0.000